{"formula": "C10H37NO8", "method": "ωB97M-V/def2-TZVPD", "homo_energy_ev": -8.890, "de_lowest_kcal_mol": 66.9, "smiles": "COC[C@H](C)N.CCO.CCO.CCO.O.O.O.O", "multiplicity": 1, "orbital_gap_ha": 0.339, "lumo_energy_ev": 0.34, "charge": 0, "species": ["C", "O", "C", "C", "C", "N", "H", "H", "H", "H", "H", "H", "H", "H", "H", "H", "H", "C", "C", "O", "H", "H", "H", "H", "H", "H", "C", "C", "O", "H", "H", "H", "H", "H", "H", "C", "C", "O", "H", "H", "H", "H", "H", "H", "O", "H", "H", "O", "H", "H", "O", "H", "H", "O", "H", "H"], "coordinates": [[-26.558, -0.110, -18.496], [-27.376, -1.247, -18.896], [-28.749, -1.134, -18.891], [-29.446, -0.444, -20.074], [-31.020, -0.174, -19.937], [-29.135, -1.008, -21.337], [-25.575, -0.556, -18.644], [-26.685, 0.180, -17.452], [-26.567, 0.775, -19.133], [-29.259, -2.070, -18.663], [-28.945, -0.471, -18.049], [-28.973, 0.510, -20.309], [-31.506, 0.547, -20.594], [-31.090, 0.285, -18.951], [-31.694, -1.031, -19.944], [-29.466, -1.962, -21.312], [-28.161, -1.275, -21.322], [-28.588, -2.218, -12.658], [-27.833, -0.844, -12.719], [-27.382, -0.775, -13.964], [-27.758, -2.915, -12.541], [-29.165, -2.498, -13.540], [-29.227, -2.112, -11.781], [-27.004, -0.869, -12.011], [-28.496, 0.019, -12.671], [-26.721, -0.086, -14.068], [-28.901, 1.979, -16.124], [-29.433, 3.109, -15.228], [-30.481, 3.754, -15.927], [-28.002, 1.510, -15.723], [-28.662, 2.377, -17.110], [-29.548, 1.112, -16.253], [-28.609, 3.767, -14.951], [-29.782, 2.644, -14.307], [-31.150, 3.079, -16.061], [-35.438, 5.658, -15.270], [-35.211, 4.220, -15.801], [-33.859, 4.056, -15.579], [-34.826, 6.461, -15.681], [-35.431, 5.637, -14.180], [-36.462, 5.833, -15.599], [-35.387, 4.043, -16.862], [-35.682, 3.410, -15.245], [-33.667, 4.335, -14.681], [-30.808, -1.388, -15.969], [-31.230, -0.734, -16.526], [-31.437, -1.546, -15.265], [-32.664, 1.755, -16.517], [-33.140, 2.472, -16.935], [-33.158, 1.572, -15.718], [-30.572, 3.343, -11.884], [-31.115, 3.828, -12.505], [-30.248, 4.009, -11.277], [-31.593, 4.970, -13.871], [-31.743, 5.913, -13.802], [-31.146, 4.859, -14.710]]}

{"formula": "C13H52O13", "method": "ωB97M-V/def2-TZVPD", "homo_energy_ev": -9.437, "de_lowest_kcal_mol": 0.0, "multiplicity": 1, "orbital_gap_ha": 0.345, "lumo_energy_ev": -0.04, "charge": 0, "species": ["O", "H", "H", "O", "H", "H", "C", "C", "C", "O", "H", "H", "H", "H", "H", "H", "H", "H", "C", "O", "H", "H", "H", "H", "C", "O", "H", "H", "H", "H", "C", "O", "H", "H", "H", "H", "C", "O", "H", "H", "H", "H", "C", "O", "H", "H", "H", "H", "C", "O", "H", "H", "H", "H", "C", "O", "H", "H", "H", "H", "C", "O", "H", "H", "H", "H", "C", "O", "H", "H", "H", "H", "C", "O", "H", "H", "H", "H"], "coordinates": [[-10.166, 6.128, 17.476], [-10.816, 5.997, 18.173], [-9.988, 5.244, 17.139], [-3.722, 7.668, 14.322], [-3.193, 7.043, 14.823], [-4.620, 7.306, 14.351], [-9.958, 2.925, 12.677], [-10.801, 3.737, 11.716], [-10.945, 5.115, 12.333], [-10.066, 3.874, 10.552], [-9.872, 1.899, 12.313], [-10.462, 2.807, 13.640], [-8.985, 3.324, 12.952], [-11.761, 3.240, 11.528], [-11.418, 5.013, 13.313], [-11.601, 5.749, 11.731], [-9.997, 5.628, 12.501], [-10.455, 4.559, 10.000], [-9.161, 8.903, 18.974], [-8.553, 8.318, 17.839], [-10.216, 9.139, 18.820], [-9.133, 8.233, 19.836], [-8.682, 9.849, 19.225], [-9.063, 7.521, 17.628], [-4.621, 4.058, 13.146], [-5.100, 3.952, 14.519], [-5.406, 4.484, 12.516], [-3.759, 4.720, 13.057], [-4.439, 3.090, 12.681], [-4.367, 4.191, 15.118], [-5.814, 5.468, 18.614], [-5.248, 6.421, 17.780], [-6.496, 5.892, 19.352], [-6.397, 4.813, 17.961], [-5.087, 4.824, 19.110], [-5.755, 7.232, 17.639], [-8.958, 11.156, 16.010], [-7.971, 11.619, 15.071], [-9.293, 10.149, 15.769], [-8.574, 11.167, 17.033], [-9.879, 11.746, 16.055], [-7.758, 12.528, 15.294], [-5.429, 9.707, 16.907], [-5.820, 9.107, 18.092], [-5.745, 10.746, 16.809], [-4.346, 9.605, 16.944], [-5.778, 9.101, 16.070], [-6.779, 9.005, 18.030], [-6.253, 9.570, 12.572], [-7.473, 10.288, 12.708], [-6.006, 9.425, 11.519], [-5.438, 10.136, 13.028], [-6.243, 8.581, 13.041], [-7.573, 10.534, 13.637], [-2.236, 5.307, 17.016], [-3.467, 4.817, 16.521], [-2.122, 5.030, 18.066], [-1.493, 4.758, 16.441], [-2.149, 6.380, 16.835], [-4.144, 5.397, 16.921], [-7.443, 6.678, 15.226], [-6.085, 6.541, 14.826], [-7.735, 7.727, 15.219], [-8.146, 6.084, 14.633], [-7.464, 6.247, 16.232], [-5.989, 5.578, 14.736], [-11.618, 7.657, 14.719], [-11.520, 9.053, 14.751], [-12.091, 7.323, 13.796], [-10.657, 7.153, 14.868], [-12.205, 7.363, 15.588], [-11.092, 9.300, 13.924], [-7.528, 1.158, 14.123], [-7.492, 2.515, 14.558], [-8.296, 0.625, 14.681], [-7.684, 1.140, 13.043], [-6.567, 0.669, 14.295], [-6.602, 2.872, 14.428]]}

{"formula": "C5H7NO", "method": "ωB97M-V/def2-TZVPD", "homo_energy_ev": -7.121, "de_lowest_kcal_mol": 81.2, "multiplicity": 1, "orbital_gap_ha": 0.269, "lumo_energy_ev": 0.19, "charge": 0, "species": ["C", "N", "C", "C", "C", "C", "O", "H", "H", "H", "H", "H", "H", "H"], "coordinates": [[-0.035, -1.752, 0.727], [0.191, -0.377, 0.327], [1.271, 0.514, 0.816], [1.223, 1.756, 0.305], [0.057, 1.655, -0.685], [-0.529, 0.278, -0.520], [-1.586, -0.305, -1.089], [0.553, -2.425, 0.096], [-1.097, -1.996, 0.634], [0.277, -1.878, 1.768], [1.901, 0.035, 1.562], [0.446, 1.740, -1.716], [-0.717, 2.429, -0.586], [-2.050, 0.326, -1.659]]}

{"formula": "C5H6N2O", "method": "ωB97M-V/def2-TZVPD", "homo_energy_ev": -8.991, "de_lowest_kcal_mol": 94.5, "smiles": "O=C1C=C[C@H]2CN2N1", "multiplicity": 1, "orbital_gap_ha": 0.343, "lumo_energy_ev": 0.34, "charge": 0, "species": ["O", "C", "C", "C", "C", "C", "N", "N", "H", "H", "H", "H", "H", "H"], "coordinates": [[-1.989, 0.163, 2.033], [-1.190, 0.229, 1.123], [-1.580, 0.391, -0.326], [-0.793, -0.035, -1.363], [0.494, -0.432, -0.761], [1.972, -0.227, -0.575], [0.930, 0.578, 0.209], [0.202, 0.196, 1.393], [-2.732, 0.499, -0.324], [-1.106, -0.176, -2.399], [0.200, -1.340, -0.159], [2.732, 0.560, -0.981], [2.374, -1.093, -0.157], [0.486, 0.688, 2.288]]}

{"formula": "C3H7NO2", "method": "ωB97M-V/def2-TZVPD", "homo_energy_ev": -9.763, "de_lowest_kcal_mol": 16.0, "smiles": "NC(=O)CCO", "multiplicity": 1, "orbital_gap_ha": 0.384, "lumo_energy_ev": 0.69, "charge": 0, "species": ["N", "C", "O", "C", "C", "O", "H", "H", "H", "H", "H", "H", "H"], "coordinates": [[-1.368, -0.996, -0.545], [-0.821, 0.108, -1.127], [-1.048, 0.418, -2.284], [0.003, 0.990, -0.186], [1.151, 0.337, 0.617], [0.944, -1.022, 0.981], [-1.066, -1.298, 0.370], [-1.981, -1.572, -1.103], [-0.718, 1.437, 0.511], [0.410, 1.797, -0.800], [2.095, 0.432, 0.067], [1.278, 0.876, 1.560], [1.180, -1.559, 0.213]]}